Below is the molecule C3H4N2S3 in a non-equilibrium geometry, with properties calculated with the ωB97M-V functional and the def2-TZVPD basis.

LUMO level (spin up / spin down)   -0.0505 / -0.0505 hartree
DFT total energy   -1420.64306 hartree
Total charge   0
Gap between HOMO and LUMO (spin up / spin down)   0.24649 / 0.24646 Eh
ΔE to the lowest compared entry with this formula, charge and spin   3.557 eV

Atoms and positions in Å:
S (-3.053, -0.851, -0.952)
H (-1.412, -0.297, -2.943)
S (-0.724, 0.393, -2.008)
H (-1.560, 0.075, 1.676)
C (1.979, 0.317, 0.709)
N (1.575, -0.891, 0.667)
H (2.641, 0.618, -0.045)
C (-1.038, 0.220, 0.664)
C (-1.587, -0.173, -0.599)
N (0.821, -1.724, 0.561)
S (0.099, 1.572, 0.638)
H (2.260, 0.741, 1.631)